Arrangement w

Molecular formula: C3H14NO2
Method: DFT, wB97M-V/def2-TZVPD

Kohn-Sham gap, eV: 11.95
Total charge: +1

Geometry (Å):
C -0.26935 0.19110 0.10600
C -0.15343 1.59075 -0.73456
C -1.36926 1.94671 -1.49830
N 1.08013 -0.41787 0.40377
H -0.83808 0.38606 0.98326
H -0.77841 -0.63163 -0.34065
H 0.52574 1.38582 -1.61247
H 0.38723 2.35314 -0.12710
H -1.52904 1.33435 -2.29632
H -2.25301 1.87909 -0.90264
H -1.30762 2.97289 -1.96136
H 1.60588 0.45528 0.71951
H 1.07381 -1.13046 1.18770
H 1.54440 -0.86222 -0.43276
H -1.00268 -1.56643 3.14153
H -0.52633 -0.05100 2.99032
O -0.43322 -0.95098 2.50841
H 1.94534 -3.13176 -1.16334
H 0.71679 -3.04917 -0.50724
O 1.58110 -2.70366 -0.46377



Arrangement x

Molecular formula: C3H14NO2
Method: DFT, wB97M-V/def2-TZVPD

Kohn-Sham gap, eV: 11.92
Total charge: +1

Geometry (Å):
C 1.30543 1.96087 1.09331
C 1.51176 0.47141 0.74191
N 0.16029 -0.18397 0.39169
C 0.39734 -1.66168 0.15623
H 1.03593 2.61787 0.26718
H 2.26639 2.27353 1.54785
H 0.62110 2.03759 2.06724
H 1.92169 -0.07232 1.59521
H 2.18883 0.25142 -0.07519
H -0.45498 -0.14162 1.31071
H -0.30329 0.38378 -0.35791
H 1.25842 -2.02173 0.87159
H -0.50121 -2.29947 0.13060
H 0.73106 -1.64173 -0.89670
H -0.75642 0.75288 -2.79873
H 0.01106 1.85581 -2.36013
O -0.49447 1.12513 -1.94886
H -3.87870 -2.50246 -0.93249
H -3.81886 -1.23522 -0.30733
O -3.20139 -1.97009 -0.49617



Arrangement y

Molecular formula: C3H14NO2
Method: DFT, wB97M-V/def2-TZVPD

Kohn-Sham gap, eV: 12.25
Total charge: +1

Geometry (Å):
C -0.07239 -0.62707 -0.40786
C -0.55110 -0.07449 -1.81380
C -0.12311 -1.08761 -2.87895
N 0.06251 0.53688 0.48650
H -0.91027 -1.23812 -0.08962
H 0.75573 -1.30139 -0.59908
H -0.38438 0.98071 -2.01288
H -1.64792 -0.09442 -1.74275
H 0.94219 -1.00420 -3.07996
H -0.28014 -2.09885 -2.49284
H -0.73790 -1.01656 -3.77258
H 0.78847 1.20959 0.20892
H -0.79925 1.08292 0.59843
H 0.26658 0.33281 1.47546
H 2.39525 2.72787 1.52591
H 1.31097 3.48319 2.33606
O 1.52327 2.61131 1.92904
H -0.78344 -0.95921 3.98545
H -0.79278 -2.19993 3.23599
O -0.96228 -1.26342 3.10854



Each structure's energy above the most stable one, in eV: arrangement w 1.005; arrangement x 0.460; arrangement y 0.000.



Arrangement w

Molecular formula: C7H8N3
Method: DFT, wB97M-V/def2-TZVPD

Kohn-Sham gap, eV: 8.50
Total charge: +1
SMILES string: C=C/C=C\c1cncn[nH+]1

Geometry (Å):
C 1.85681 0.95423 -0.04787
C 0.67095 1.53065 0.32823
C 1.92311 -0.40450 -0.48451
C -1.76154 1.31674 0.02154
C -2.63348 -0.72946 -0.25912
C -0.50999 0.76952 0.37916
C 1.59055 -1.51068 0.14320
N -2.77028 0.56630 -0.39388
N -1.59195 -1.32142 0.26036
N -0.56224 -0.58531 0.59203
H 2.67665 1.49649 -0.32698
H 0.69655 2.64628 0.48418
H 2.21407 -0.65538 -1.55877
H -1.82676 2.33352 0.00236
H -3.44595 -1.31206 -0.55544
H 1.50837 -2.50430 -0.45503
H 1.65890 -1.49855 1.17146
H 0.30623 -1.09208 0.69907



Arrangement x

Molecular formula: C7H8N3
Method: DFT, wB97M-V/def2-TZVPD

Kohn-Sham gap (alpha / beta), eV: 6.75 / 7.28
Total charge: +1

Geometry (Å):
C -1.30238 0.61073 -0.02975
C -0.24114 1.19735 -0.63949
C 0.05729 -1.26084 0.67613
C 0.41064 -2.34000 1.44698
C -1.84269 -2.21911 2.03440
C -2.15766 -1.27003 1.10409
C 2.13075 1.03026 -1.32960
N -0.58658 -2.58112 2.34903
N -1.04975 -0.57765 0.64267
N 0.77395 0.59119 -0.99179
H -2.25561 1.01825 0.26231
H -0.23171 2.26535 -0.88737
H 1.38409 -2.87014 1.65343
H -2.58303 -2.61842 2.59080
H -3.14056 -1.07088 0.76679
H 2.86943 0.39574 -0.86166
H 2.16864 0.78285 -2.53609
H 2.21997 2.04172 -0.97984



Each structure's energy above the most stable one, in eV: arrangement w 0.000; arrangement x 2.167.



Arrangement w

Molecular formula: C3H4OS3
Method: DFT, wB97M-V/def2-TZVPD

Kohn-Sham gap, eV: 8.19

Geometry (Å):
C 2.77081 -0.21128 -0.06850
C 0.16633 -0.71390 0.33918
C 0.28178 0.61648 -0.37360
O 5.02569 0.90668 0.10515
S 1.60338 -1.72188 -0.14878
S 1.95012 1.30573 -0.05017
S 4.41159 -0.42386 0.03688
H 0.17046 -0.59445 1.42519
H -0.72628 -1.25403 0.03239
H 0.16312 0.50924 -1.45287
H -0.44443 1.33443 0.00240



Arrangement x

Molecular formula: C3H4OS3
Method: DFT, wB97M-V/def2-TZVPD

Kohn-Sham gap, eV: 8.59
SMILES string: O=C(S)CSC=S

Geometry (Å):
C 1.11087 -0.40300 0.28748
C 0.09809 -0.86109 -0.74006
C -1.98676 0.55799 0.27853
H 2.62745 1.19354 0.92361
H 0.12279 -0.12361 -1.54591
H 0.36417 -1.87794 -1.04097
H -3.00360 0.62479 0.75460
O 1.10124 -0.78986 1.42060
S 2.35822 0.75311 -0.30988
S -1.56225 -1.03511 -0.13844
S -1.23024 1.96119 0.11043



Each structure's energy above the most stable one, in eV: arrangement w 0.512; arrangement x 0.000.



Arrangement w

Molecular formula: C2H4OS
Method: DFT, wB97M-V/def2-TZVPD

Kohn-Sham gap, eV: 10.37
SMILES string: O=CCS

Geometry (Å):
C 0.98135 0.99294 0.11397
C -0.18818 0.38926 1.12966
O 1.67583 0.32800 -0.55483
S -1.48034 0.71939 -0.26236
H -0.57214 1.21639 1.97011
H 0.88222 2.13480 0.01713
H -0.18977 -0.80643 1.32943
H -0.60707 0.77677 -1.23916



Arrangement x

Molecular formula: C2H4OS
Method: DFT, wB97M-V/def2-TZVPD

Kohn-Sham gap (alpha / beta), eV: 7.80 / 7.68
SMILES string: C=C.O=S

Geometry (Å):
C -1.14817 0.67057 -0.08041
C -0.74219 -0.63022 0.11844
O 3.45296 -0.47008 0.39220
S 2.65988 0.42856 -0.44419
H -2.03352 0.75704 -0.73547
H -1.09260 1.64380 0.46080
H 0.01757 -0.96308 0.83025
H -1.11393 -1.43658 -0.54162



Arrangement y

Molecular formula: C2H4OS
Method: DFT, wB97M-V/def2-TZVPD

Kohn-Sham gap, eV: 9.38
SMILES string: COC=S

Geometry (Å):
C -0.30333 0.16984 0.99289
C 0.18789 -0.13451 -1.24159
H 0.50210 0.82741 1.06858
H -0.18983 -0.84071 1.31839
H -1.11531 0.54746 1.45729
H -0.16981 -0.33610 -2.27848
O -0.73084 0.07782 -0.33431
S 1.81913 -0.31121 -0.98276



Each structure's energy above the most stable one, in eV: arrangement w 0.845; arrangement x 2.127; arrangement y 0.000.



Arrangement w

Molecular formula: C2H11N2O2
Method: DFT, wB97M-V/def2-TZVPD

Kohn-Sham gap, eV: 11.02
Total charge: +1

Geometry (Å):
C 3.05493 -1.18152 -0.09645
N 1.70156 -0.63282 -0.17886
C 1.57635 0.67272 -0.04961
N 0.40032 1.24265 -0.26155
H 3.76343 -0.69262 -0.77155
H 2.99585 -2.25334 -0.28092
H 3.54343 -0.97620 0.85740
H 0.85997 -1.15963 -0.36690
H 2.47045 1.28681 0.00276
H -0.37183 0.57505 -0.42897
H 0.21214 1.96347 -0.94960
H -4.86225 0.63345 0.44358
H -3.68953 1.44747 -0.09763
O -3.95447 0.53248 0.14635
H -1.73203 -1.34205 0.93241
H -2.33537 -0.20126 0.08458
O -1.49238 -0.60070 0.36927



Arrangement x

Molecular formula: C2H11N2O2
Method: DFT, wB97M-V/def2-TZVPD

Kohn-Sham gap, eV: 9.21
Total charge: +1

Geometry (Å):
C -0.20191 0.08323 -0.64904
C -0.08366 1.36670 -0.22715
N 0.54080 2.38727 -1.12790
N -0.06405 -0.99896 0.13681
H -0.24645 -0.14055 -1.72057
H -0.23383 1.70802 0.78275
H -0.13904 3.11665 -1.34592
H 1.42673 2.71290 -0.75239
H 0.62560 1.94857 -2.04600
H 0.58696 -0.78946 0.86950
H -0.26406 -1.94255 -0.16725
H 0.73145 0.36333 3.08883
H -0.55163 1.08999 3.42183
O 0.27842 1.21045 2.93708
H -0.50755 -4.38756 -0.91855
H -1.01888 -3.58950 -2.13176
O -0.51479 -3.48858 -1.30875



Arrangement y

Molecular formula: C2H11N2O2
Method: DFT, wB97M-V/def2-TZVPD

Kohn-Sham gap, eV: 9.24
Total charge: +1

Geometry (Å):
C 0.44927 0.47622 0.80038
C 1.25971 1.48232 0.42959
N 2.20214 2.07934 1.43452
N -0.25849 -0.24045 -0.08376
H 0.24289 0.17391 1.82476
H 1.13301 2.09396 -0.42964
H 1.83334 1.90298 2.36645
H 3.07367 1.61940 1.19606
H 2.30183 3.09121 1.40855
H -0.30611 -0.00438 -1.06167
H -0.41244 -1.20595 0.15060
H -2.46597 -0.65916 -3.21915
H -1.06967 -1.12177 -3.54822
O -1.54220 -0.39203 -3.12676
H -2.61563 -2.86504 1.18818
H -2.02819 -3.53988 -0.00254
O -1.79717 -2.89068 0.67266



Arrangement z

Molecular formula: C2H11N2O2
Method: DFT, wB97M-V/def2-TZVPD

Kohn-Sham gap, eV: 9.16
Total charge: +1

Geometry (Å):
C -0.65346 0.24313 -0.45535
C -2.02895 0.02918 -0.42677
N -2.76063 1.16576 -0.35252
N 0.42168 -0.72184 -0.25269
H -0.33292 1.23977 -0.43914
H -2.54921 -0.92076 -0.55535
H -3.73916 1.00534 -0.65627
H -2.43059 2.04101 -0.58389
H 1.32440 -0.05600 -0.26182
H 0.53363 -1.27106 -1.05542
H 0.16494 -1.28937 0.67058
H 2.19352 1.04958 -1.79205
H 3.11913 -0.26161 -1.36476
O 2.43837 0.35715 -1.26829
H 0.90886 -1.55570 3.05873
H 2.09065 -0.33044 3.14054
O 1.29975 -0.72414 2.59448



Each structure's energy above the most stable one, in eV: arrangement w 0.000; arrangement x 1.010; arrangement y 0.877; arrangement z 1.807.